# 1
Entry from the Open Molecules 2025 dataset: a single C22H33N3O molecule (ωB97M-V with the def2-TZVPD basis set).

Properties
LUMO in eV: 0.736
E_HOMO in eV: -7.6
Orbital gap in Ha: 0.305
E in hartree: -1097.6546
Relative energy (zero: lowest compared OMol25 entry of this formula, charge and spin) in eV: 0.810

Structure (ORCA input):
```
! wB97M-V def2-TZVPD RIJCOSX def2/J DEFGRID3
* xyz 0 1
C -3.70353 0.48822 -3.99388
C -2.61699 1.53797 -4.22977
N -2.34079 2.29537 -3.03895
C -2.91270 3.50041 -2.68405
C -3.86147 4.20884 -3.58625
C -2.45810 3.89001 -1.45278
C -2.81816 5.13491 -0.71214
C -1.56489 2.87210 -1.00360
C -0.79797 2.69981 0.14319
C -0.02810 1.55761 0.27906
C 0.78460 1.41622 1.52041
O 1.22783 2.37660 2.12593
N 0.95658 0.14418 1.95010
C 1.79743 -0.19916 3.06775
C 3.18476 -0.68150 2.62509
C 3.10874 -1.75280 1.52954
N 2.06216 -2.73454 1.76818
C 1.66515 -3.37575 0.52316
C 0.72747 -4.57113 0.68938
C 1.46856 -5.89971 0.83619
C 2.17270 -6.07757 2.17829
C 3.10960 -4.92670 2.53758
C 2.34866 -3.63440 2.87395
C 0.00451 0.59828 -0.74602
C -0.73290 0.75127 -1.89896
C -1.52567 1.88650 -2.02315
H -4.63306 0.96392 -3.69049
H -3.88167 -0.07867 -4.90391
H -3.39797 -0.19651 -3.20651
H -2.92595 2.22350 -5.02195
H -1.69251 1.04648 -4.54794
H -3.37030 4.51065 -4.51262
H -4.23242 5.10094 -3.09078
H -4.71157 3.57637 -3.84180
H -2.25866 5.18648 0.21714
H -3.88225 5.15423 -0.47455
H -2.58643 6.02105 -1.30275
H -0.78764 3.43340 0.93464
H 0.58782 -0.62839 1.42185
H 1.30146 -0.98273 3.64516
H 1.90188 0.69904 3.68099
H 3.75037 0.16320 2.22897
H 3.71678 -1.05376 3.50174
H 4.10143 -2.22198 1.41260
H 2.87632 -1.25468 0.58435
H 1.15206 -2.60768 -0.06952
H 2.54160 -3.69841 -0.06699
H 0.10485 -4.63177 -0.20656
H 0.06379 -4.40616 1.53775
H 0.75536 -6.71808 0.70921
H 2.20293 -5.97981 0.03005
H 1.42422 -6.17711 2.96883
H 2.74308 -7.00959 2.14885
H 3.69411 -5.22023 3.41241
H 3.81230 -4.74409 1.72239
H 1.39803 -3.90233 3.34859
H 2.91866 -3.06423 3.60782
H 0.64655 -0.26637 -0.65246
H -0.68583 0.00752 -2.68126
*
```

Atomic partial charges in e from the natural (NBO) method, atoms 1 to 6: atom 1 (C): -0.61, atom 2 (C): -0.20, atom 3 (N): -0.37, atom 4 (C): 0.19, atom 5 (C): -0.65, atom 6 (C): -0.09

# 2
Entry from the Open Molecules 2025 dataset: a single C22H33N3O6S molecule (ωB97M-V with the def2-TZVPD basis set).

Properties
LUMO in eV: 0.548
E_HOMO in eV: -8.8
Orbital gap in Ha: 0.343
E in hartree: -1872.0543
Relative energy (zero: lowest compared OMol25 entry of this formula, charge and spin) in eV: 0.438

Structure (ORCA input):
```
! wB97M-V def2-TZVPD RIJCOSX def2/J DEFGRID3
* xyz 0 1
C 5.34649 3.39985 -0.04844
C 4.28160 2.31226 0.05222
C 4.71253 1.19907 1.00974
C 3.61753 0.13804 1.08600
N 3.39010 -0.38699 -0.24162
S 2.83231 -1.92097 -0.44691
O 3.26694 -2.70094 0.67410
O 3.19934 -2.34433 -1.76736
C 1.03096 -1.84528 -0.41788
C 0.32717 -2.29125 -1.51903
C -1.05517 -2.32197 -1.47629
C -1.72360 -1.87254 -0.34540
C -1.00637 -1.33330 0.73508
C 0.38331 -1.36336 0.70295
N -1.71849 -0.70891 1.77228
C -1.04312 0.26087 2.61641
C -0.34996 1.32776 1.76187
O 0.82446 1.61099 1.89332
N -1.17101 1.90265 0.87243
C -0.69535 2.66142 -0.25976
C -0.95805 1.89071 -1.55751
C -2.44603 1.83446 -1.90460
O -3.14332 1.17632 -0.86267
C -4.55948 1.07592 -0.98628
C -4.98031 0.15518 -2.13117
C -5.25274 2.43601 -1.08011
C -3.06765 -0.84666 1.86956
O -3.75299 -0.18949 2.62285
C -3.63441 -1.94357 0.97986
O -3.08056 -1.95357 -0.31714
C 2.94514 0.59273 -1.19817
C 3.99339 1.69730 -1.31976
H 5.02663 4.18878 -0.72552
H 5.53397 3.84007 0.92787
H 6.27962 2.98449 -0.42251
H 3.35689 2.75421 0.44008
H 4.88948 1.60594 2.00594
H 5.63558 0.74271 0.64887
H 3.91585 -0.70307 1.71138
H 2.70669 0.59913 1.48896
H 0.87686 -2.63439 -2.37981
H -1.63707 -2.69627 -2.30293
H 0.97264 -1.02034 1.53536
H -0.30471 -0.22903 3.25614
H -1.81208 0.72068 3.24431
H -2.12011 1.56395 0.76544
H -1.20312 3.63072 -0.28869
H 0.37505 2.82730 -0.11591
H -0.57495 0.87291 -1.45422
H -0.43346 2.37574 -2.38142
H -2.57507 1.29457 -2.85171
H -2.82543 2.85727 -2.02994
H -4.84118 0.61080 -0.03401
H -6.04162 -0.06137 -2.04926
H -4.79931 0.62271 -3.09653
H -4.42415 -0.77726 -2.07542
H -6.31735 2.30436 -0.91004
H -4.86314 3.11210 -0.32217
H -5.11721 2.88346 -2.06236
H -4.71020 -1.80243 0.86450
H -3.45294 -2.91132 1.47564
H 2.80817 0.07324 -2.14806
H 1.98353 1.02830 -0.88254
H 4.91180 1.26703 -1.72165
H 3.63680 2.46108 -2.01346
*
```

Atomic partial charges in e from the natural (NBO) method, atoms 1 to 6: atom 1 (C): -0.60, atom 2 (C): -0.22, atom 3 (C): -0.40, atom 4 (C): -0.25, atom 5 (N): -0.69, atom 6 (S): 2.35

# 3
Entry from the Open Molecules 2025 dataset: 2 unconnected molecules or ions with the total composition C22H33N5O2 (ωB97M-V with the def2-TZVPD basis set).

Properties
LUMO in eV: 0.111
E_HOMO in eV: -7.9
Orbital gap in Ha: 0.294
E in hartree: -1282.4220
Relative energy (zero: lowest compared OMol25 entry of this formula, charge and spin) in eV: 0.044

Structure (ORCA input):
```
! wB97M-V def2-TZVPD RIJCOSX def2/J DEFGRID3
* xyz 0 1
C 6.59589 3.38996 -0.33418
N 5.22724 3.55559 0.15402
C 4.65490 2.77787 1.08284
O 5.25134 1.84251 1.60496
C 3.21502 3.11833 1.53225
C 2.16626 2.18275 0.89167
C 2.28793 0.68921 1.25891
C 2.09334 0.44567 2.75729
C 1.22209 -0.10705 0.50420
N 2.81531 4.50072 1.22419
C 3.23751 5.61615 1.81996
C 4.20261 5.53946 2.98678
O 2.85625 6.70232 1.41713
H 7.28318 3.31061 0.51144
H 6.88215 4.24457 -0.94916
H 6.67016 2.47677 -0.92786
H 4.68215 4.32452 -0.20510
H 3.17788 2.98702 2.61349
H 1.17137 2.52256 1.18685
H 2.24157 2.27669 -0.19294
H 3.26234 0.31016 0.95600
H 2.11614 -0.62543 2.95821
H 2.90739 0.90576 3.31635
H 1.13904 0.85505 3.08858
H 1.36639 0.01706 -0.56820
H 1.31524 -1.16636 0.74472
H 0.22430 0.23580 0.78002
H 2.13791 4.64220 0.49112
H 5.13854 5.08668 2.66642
H 4.39818 6.54941 3.34460
H 3.75981 4.95418 3.79010
C -3.51465 -4.78832 -3.19383
C -3.93898 -4.04215 -1.95428
N -4.88370 -4.67209 -1.22125
C -5.33050 -4.01964 -0.13408
C -6.30902 -4.62906 0.65774
C -6.80931 -3.98219 1.79495
C -6.33224 -2.71423 2.14415
C -5.35052 -2.09609 1.35920
C -4.84011 -2.73276 0.22429
N -3.89384 -2.10435 -0.49475
C -3.41746 -2.74563 -1.58186
N -2.40948 -2.03564 -2.27708
C -2.08642 -0.63896 -1.93086
C -0.90407 -0.30866 -2.82950
C -0.19643 -1.64393 -3.01724
C -1.31819 -2.67283 -3.03327
H -4.20565 -5.61348 -3.39348
H -2.51558 -5.21055 -3.06082
H -3.52384 -4.12405 -4.06224
H -6.67459 -5.61056 0.37385
H -7.57018 -4.46322 2.40382
H -6.72261 -2.20880 3.02342
H -4.96910 -1.11419 1.61752
H -2.92841 0.03597 -2.11880
H -1.79409 -0.55564 -0.87776
H -1.26599 0.06092 -3.79454
H -0.25180 0.45017 -2.38741
H 0.39529 -1.67082 -3.93756
H 0.46680 -1.83560 -2.16782
H -1.62641 -2.86948 -4.06518
H -0.97836 -3.60487 -2.56998
*
```

Atomic partial charges in e from the natural (NBO) method, atoms 1 to 6: atom 1 (C): -0.41, atom 2 (N): -0.61, atom 3 (C): 0.65, atom 4 (O): -0.64, atom 5 (C): -0.13, atom 6 (C): -0.38

# 4
Entry from the Open Molecules 2025 dataset: 3 unconnected molecules or ions with the total composition C22H34BFO9 (ωB97M-V with the def2-TZVPD basis set).

Properties
LUMO in eV: 0.138
E_HOMO in eV: -8.7
Orbital gap in Ha: 0.324
E in hartree: -1660.6559
Relative energy (zero: lowest compared OMol25 entry of this formula, charge and spin) in eV: 0.000

Structure (ORCA input):
```
! wB97M-V def2-TZVPD RIJCOSX def2/J DEFGRID3
* xyz 0 1
C -0.64452 2.33409 1.70274
C -0.35060 0.99744 0.98545
C -0.17537 1.07503 -0.52865
C 1.11074 1.76700 -1.08849
B 2.28504 2.14220 -0.10875
O 2.85763 3.40430 -0.17317
O 2.79090 1.22200 0.80255
C -0.24799 -0.36697 -1.09147
C 0.95843 -1.28679 -0.99163
O 0.67381 -2.25951 0.00286
C 1.09213 -3.54013 -0.25820
C 0.21590 -4.56248 0.08148
C 0.56600 -5.88379 -0.14829
C 1.80671 -6.18931 -0.70446
C 2.67401 -5.16116 -1.04413
C 2.32908 -3.83269 -0.82370
O -0.79059 -0.27092 -2.42631
C -1.82463 0.60807 -2.28517
O -2.86005 0.51611 -2.86378
C -1.39340 1.67778 -1.27182
F -2.46541 2.01601 -0.47515
H -0.45017 3.20142 1.07598
H 0.01547 2.43578 2.56905
H -1.66229 2.35542 2.07830
H 0.49545 0.47576 1.42925
H -1.21162 0.34691 1.15402
H 0.86698 2.67554 -1.63790
H 1.56362 1.09593 -1.82933
H 3.77455 3.37885 -0.46323
H 2.73899 1.56007 1.70216
H -1.01924 -0.87418 -0.50201
H 1.85107 -0.72488 -0.70734
H 1.13899 -1.75416 -1.96209
H -0.74250 -4.31701 0.51774
H -0.13402 -6.66574 0.11565
H 2.07880 -7.22314 -0.86780
H 3.63779 -5.40531 -1.47281
H 3.02080 -3.04389 -1.08829
H -1.14498 2.54950 -1.87939
C 2.06962 7.10596 5.08108
C 1.24175 5.85614 4.86771
O 0.70967 5.77988 3.54176
C 1.40627 5.27086 2.50587
C 2.87940 4.96879 2.65853
O 0.84007 5.11265 1.46045
H 2.94660 7.12247 4.43379
H 2.40605 7.16328 6.11653
H 1.47447 7.99095 4.85751
H 1.79746 4.94951 5.11121
H 0.36482 5.87273 5.51241
H 3.45090 5.81739 2.28493
H 3.09242 4.10660 2.03651
H 3.19568 4.74974 3.67580
C -4.13373 -4.60743 -4.40784
C -4.86248 -4.11639 -3.17468
O -4.38556 -4.74319 -1.97894
C -3.31361 -4.28821 -1.30270
C -2.42352 -3.23628 -1.92420
O -3.05897 -4.77435 -0.23404
H -3.07342 -4.35729 -4.37382
H -4.56343 -4.15728 -5.30298
H -4.21812 -5.69134 -4.48595
H -4.82359 -3.03069 -3.08049
H -5.91411 -4.39323 -3.22558
H -1.59642 -3.74042 -2.42509
H -2.01703 -2.62909 -1.12034
H -2.91675 -2.57494 -2.63130
*
```

Atomic partial charges in e from the natural (NBO) method, atoms 1 to 6: atom 1 (C): -0.62, atom 2 (C): -0.41, atom 3 (C): -0.07, atom 4 (C): -0.82, atom 5 (B): 1.20, atom 6 (O): -0.93